Computed, not measured: C40H31O7S3TeW as an isolated structure at a distorted geometry, with the ωB97M-V functional and the def2-TZVPD basis.

```
83
Properties=species:S:1:pos:R:3:mulliken_charge:R:1
W -3.269 1.753 -1.911 1.500
O -6.315 -0.726 -1.786 -0.490
C -5.557 0.154 -1.571 0.678
O -4.932 0.916 -2.526 -0.484
C -5.117 0.569 -0.156 0.668
O -5.449 0.000 0.828 -0.475
O -4.238 1.621 -0.198 -0.618
C 6.526 3.195 -0.409 -1.480
C 5.062 2.868 -0.246 0.866
C 4.540 1.657 -0.685 -0.881
C 3.191 1.359 -0.543 -0.274
C 2.347 2.271 0.069 0.023
C 2.849 3.490 0.513 -0.712
C 4.195 3.784 0.346 -0.731
S 0.611 1.912 0.234 0.097
O -1.640 1.854 -2.368 -0.424
C 0.631 0.614 1.464 1.182
C 0.555 0.996 2.831 -1.007
C 0.495 0.058 3.813 -1.259
C 0.475 -1.321 3.490 0.915
C 0.361 -2.311 4.500 -0.839
C 0.280 -3.631 4.173 -0.718
C 0.303 -4.024 2.816 -1.059
C 0.432 -3.096 1.824 -0.594
C 0.537 -1.712 2.131 1.151
C 0.641 -0.705 1.110 -0.538
C 0.692 -1.145 -0.314 -0.872
C 1.860 -1.741 -0.857 0.811
C 3.073 -1.810 -0.120 -0.445
C 4.177 -2.394 -0.663 -0.788
C 4.133 -2.941 -1.969 -0.699
C 2.988 -2.879 -2.703 -0.968
C 1.820 -2.275 -2.171 0.734
C 0.622 -2.196 -2.921 -1.204
C -0.490 -1.605 -2.398 -0.749
C -0.420 -1.091 -1.092 1.049
S -1.829 -0.324 -0.354 1.160
O -2.885 -0.283 -1.505 -0.774
C -2.432 -1.507 0.781 0.647
C -2.722 -2.807 0.388 -0.742
C -3.167 -3.697 1.343 -1.034
C -3.311 -3.311 2.677 0.949
C -3.801 -4.286 3.712 -1.703
C -3.012 -1.998 3.039 -0.979
C -2.581 -1.084 2.095 0.082
H 7.078 2.350 -0.817 0.353
H 6.972 3.463 0.550 0.351
H 6.662 4.044 -1.081 0.336
H 5.195 0.935 -1.159 0.354
H 2.794 0.421 -0.924 0.694
H 2.187 4.202 0.991 0.474
H 4.580 4.736 0.694 0.399
H 0.561 2.051 3.073 0.540
H 0.447 0.354 4.855 0.426
H 0.334 -1.995 5.536 0.448
H 0.196 -4.381 4.949 0.470
H 0.218 -5.073 2.561 0.443
H 0.444 -3.419 0.791 0.544
H 3.112 -1.384 0.875 0.615
H 5.097 -2.440 -0.095 0.496
H 5.018 -3.407 -2.383 0.415
H 2.952 -3.288 -3.706 0.468
H 0.603 -2.606 -3.924 0.432
H -1.406 -1.516 -2.966 0.658
H -2.598 -3.112 -0.644 0.523
H -3.400 -4.715 1.056 0.393
H -3.735 -5.313 3.355 0.392
H -4.846 -4.081 3.956 0.351
H -3.224 -4.199 4.633 0.385
H -3.118 -1.690 4.072 0.426
H -2.345 -0.064 2.375 0.492
O -2.586 3.475 -0.594 -0.419
H -3.190 4.223 -0.501 0.327
H -2.167 3.268 0.259 0.221
Te -4.077 3.647 -3.572 0.100
C -2.295 4.634 -3.952 0.231
C -1.769 4.785 -5.200 -0.509
C -0.598 5.589 -5.201 -0.441
C -0.278 6.038 -3.956 -0.475
S -1.376 5.478 -2.777 -0.074
H -2.199 4.338 -6.087 0.390
H -0.025 5.822 -6.086 0.386
H 0.556 6.660 -3.667 0.414
```

Its total charge is +1. The HOMO-LUMO gap (spin up / spin down) is 6.2 / 6.2 eV. The value obtained for the LUMO energy (spin up / spin down) is -4.69 / -4.68 eV.


Computed, not measured: C40H32AgBrGeN4O8 as an isolated structure at a distorted geometry, with the ωB97M-V functional and the def2-TZVPD basis.

```
87
Properties=species:S:1:pos:R:3:lowdin_spin:R:1
Ag -0.093 -0.178 -0.241 0.254
O 3.026 2.618 0.575 0.003
C 3.842 2.016 1.455 0.001
C 5.008 2.680 1.838 0.000
C 5.883 2.096 2.740 0.001
C 5.616 0.839 3.276 0.000
C 4.449 0.187 2.900 0.002
C 3.552 0.760 2.007 0.005
C 2.267 0.059 1.620 0.006
O 1.991 0.214 0.284 0.148
N 1.214 0.621 2.525 -0.001
N -0.036 0.270 2.248 0.002
C -1.023 0.898 2.746 -0.001
C -2.414 0.554 2.435 0.002
Br -2.703 -0.586 0.928 0.040
C -3.447 1.015 3.132 0.001
C -4.893 0.817 2.872 0.001
C -5.465 1.154 1.646 0.001
C -6.821 0.962 1.423 0.000
C -7.628 0.436 2.425 0.000
C -7.072 0.116 3.656 0.000
C -5.715 0.311 3.879 0.000
H 2.367 1.943 0.267 0.001
H 5.209 3.652 1.402 0.000
H 6.788 2.624 3.023 0.000
H 6.305 0.376 3.972 0.000
H 4.218 -0.795 3.303 0.000
H 2.352 -1.000 1.904 0.000
H 1.368 1.560 2.869 0.000
H -0.879 1.752 3.411 0.000
H -3.187 1.606 4.008 0.000
H -4.839 1.573 0.866 0.000
H -7.249 1.228 0.463 0.000
H -8.685 0.280 2.247 0.000
H -7.693 -0.290 4.446 0.000
H -5.280 0.061 4.841 0.000
O -0.962 4.253 -0.514 0.000
C -0.976 3.049 -0.775 0.000
O -0.222 2.130 -0.338 -0.001
C -2.123 2.599 -1.691 0.000
C -2.235 1.288 -2.117 0.008
C -3.351 0.892 -2.832 0.001
C -4.347 1.775 -3.187 0.000
C -4.191 3.085 -2.785 0.000
C -3.108 3.511 -2.040 0.000
N -5.247 4.059 -3.158 0.000
O -6.208 3.640 -3.773 0.000
O -5.104 5.209 -2.807 0.000
N -3.520 -0.531 -3.206 0.000
O -2.722 -1.320 -2.755 0.003
O -4.354 -0.797 -4.051 0.000
H -1.429 0.606 -1.887 0.011
H -5.210 1.455 -3.749 0.000
H -3.015 4.537 -1.712 0.000
C -0.307 -3.403 1.501 0.051
Ge 0.365 -2.725 -0.209 0.267
C -0.691 -3.526 -1.657 0.061
C -1.847 -4.268 -1.415 0.020
C -2.602 -4.776 -2.468 0.001
C -2.212 -4.541 -3.779 0.016
C -1.062 -3.803 -4.036 -0.002
C -0.311 -3.297 -2.982 0.020
C 2.208 -3.402 -0.410 0.045
C 3.241 -2.508 -0.566 0.004
C 4.590 -2.942 -0.622 0.000
C 4.893 -4.266 -0.517 -0.001
C 3.861 -5.230 -0.381 0.002
C 4.158 -6.615 -0.290 0.000
C 3.163 -7.544 -0.187 0.000
C 1.812 -7.128 -0.179 0.000
C 1.499 -5.801 -0.255 0.003
C 2.509 -4.802 -0.344 0.008
H -0.053 -4.459 1.620 0.008
H -1.389 -3.273 1.571 0.000
H 0.157 -2.832 2.308 0.001
H -2.169 -4.452 -0.393 0.001
H -3.501 -5.346 -2.265 0.000
H -2.809 -4.922 -4.600 0.001
H -0.756 -3.616 -5.059 0.000
H 0.584 -2.718 -3.191 0.002
H 3.022 -1.446 -0.630 0.001
H 5.379 -2.206 -0.736 0.000
H 5.924 -4.606 -0.544 0.000
H 5.199 -6.923 -0.310 0.000
H 3.404 -8.598 -0.117 0.000
H 1.023 -7.868 -0.123 0.000
H 0.461 -5.497 -0.274 0.002
```

Its spin multiplicity is 2. Its total charge is -1. The HOMO-LUMO gap (spin up / spin down) is 6.3 / 6.8 eV. The value obtained for the LUMO energy (spin up / spin down) is 1.40 / 0.98 eV.


Computed, not measured: C40H32Br2N3O8PTl as an isolated structure at a distorted geometry, with the ωB97M-V functional and the def2-TZVPD basis.

```
87
Properties=species:S:1:pos:R:3:mulliken_charge:R:1
Tl 0.418 -1.512 0.436 1.897
C 3.964 -3.596 2.490 -1.339
C 3.918 -2.385 1.626 0.042
N 2.888 -1.593 1.484 -0.432
C 3.195 -0.675 0.505 -0.144
C 4.475 -0.900 0.074 -0.110
N 4.912 -2.020 0.783 -0.102
C 5.351 -0.209 -0.888 0.634
O 6.093 -1.044 -1.676 -0.516
O 5.504 0.975 -0.979 -0.582
C 2.112 0.086 -0.176 0.744
O 2.509 0.547 -1.470 -0.643
O -0.222 1.058 -1.306 0.127
H 3.085 -4.198 2.258 0.219
H 3.933 -3.323 3.546 0.275
H 4.864 -4.180 2.299 0.394
H 5.812 -2.460 0.707 0.247
H 5.672 -1.913 -1.697 0.362
Br -3.806 -2.645 1.456 -0.167
C -2.811 -3.668 0.188 0.152
C -3.504 -4.317 -0.820 -0.566
C -2.761 -5.102 -1.690 -0.419
C -1.398 -5.233 -1.490 -0.621
C -0.812 -4.523 -0.454 0.833
N -1.515 -3.736 0.367 -0.069
C 0.676 -4.656 -0.189 -0.029
O 1.198 -5.725 -0.504 -0.781
O 1.250 -3.675 0.388 -0.567
H -4.572 -4.190 -0.921 0.429
H -3.249 -5.616 -2.509 0.410
H -0.772 -5.852 -2.115 0.468
C -4.344 1.742 0.897 -1.197
C -3.534 3.010 1.056 0.538
C -4.182 4.245 1.076 -0.839
C -3.477 5.433 1.181 -0.799
C -2.089 5.409 1.231 -0.885
C -1.431 4.189 1.210 0.182
C -2.133 2.984 1.156 0.257
P -1.304 1.335 1.131 0.827
C 0.146 1.685 -0.057 -1.099
C -0.292 2.472 -1.258 -0.707
C 0.695 3.219 -2.068 -1.389
C 1.989 2.954 -1.960 -1.132
C 2.488 1.929 -1.001 -0.769
C 1.648 1.510 0.234 3.109
C 2.140 2.038 1.569 -1.367
C -0.575 1.241 2.809 1.127
C -0.402 2.309 3.685 -0.774
C 0.325 2.175 4.860 -0.708
C 0.907 0.951 5.155 -0.798
C 0.664 -0.141 4.337 -0.973
C -0.138 -0.047 3.194 0.608
C -0.490 -1.303 2.488 -1.735
H -5.394 1.981 0.718 0.439
H -4.285 1.116 1.790 0.291
H -3.973 1.132 0.071 0.186
H -5.263 4.273 0.996 0.365
H -4.007 6.378 1.199 0.374
H -1.523 6.332 1.280 0.451
H -0.346 4.173 1.209 0.364
H -1.306 2.859 -1.276 0.709
H 0.318 3.979 -2.745 0.477
H 2.726 3.481 -2.557 0.452
H 3.503 2.184 -0.693 0.486
H 3.228 2.127 1.540 0.599
H 1.878 1.368 2.387 0.029
H 1.719 3.022 1.797 0.264
H -0.831 3.274 3.445 0.394
H 0.448 3.022 5.525 0.413
H 1.531 0.841 6.035 0.370
H 1.076 -1.111 4.593 0.405
H -1.530 -1.386 2.180 0.066
H -0.120 -2.196 2.983 0.834
Br 1.061 0.521 -6.429 -0.237
C -0.469 -0.139 -5.504 -0.208
C -1.646 -0.324 -6.216 -0.384
C -2.766 -0.786 -5.539 -0.721
C -2.699 -1.063 -4.179 -0.361
C -1.507 -0.897 -3.492 0.226
C -0.376 -0.421 -4.155 -0.320
C -1.407 -1.260 -2.027 0.853
O -2.360 -1.018 -1.289 -0.495
O -0.294 -1.808 -1.706 -0.787
H -1.681 -0.103 -7.274 0.400
H -3.696 -0.922 -6.079 0.386
H -3.570 -1.409 -3.635 0.453
H 0.541 -0.280 -3.597 0.604
```

Its total charge is -1. The HOMO-LUMO gap is 6.9 eV. The value obtained for the LUMO energy is 2.35 eV.


Computed, not measured: C40H32BrF6NdO3P2S as an isolated structure at a distorted geometry, with the ωB97M-V functional and the def2-TZVPD basis.

```
86
Properties=species:S:1:pos:R:3:lowdin_spin:R:1
Nd 1.054 0.238 -0.559 3.040
Br 4.396 1.272 0.080 -0.001
C 4.117 1.639 1.948 0.000
C 5.138 2.280 2.592 0.000
C 5.043 2.517 3.975 0.000
C 3.952 2.068 4.662 0.000
C 2.898 1.391 4.004 0.000
C 1.805 0.882 4.735 0.001
C 0.813 0.206 4.081 0.000
C 0.848 0.072 2.682 0.001
C 1.856 0.569 1.867 -0.009
C 2.930 1.191 2.584 -0.001
H 6.015 2.592 2.041 0.000
H 5.847 3.037 4.483 0.000
H 3.880 2.215 5.736 0.000
H 1.772 1.022 5.811 0.000
H -0.014 -0.223 4.640 0.000
H 0.033 -0.479 2.224 0.000
C -2.406 0.951 2.706 0.000
P -1.964 0.866 0.900 -0.001
C -2.597 2.537 0.442 0.000
C -3.317 -0.273 0.377 0.000
C -4.659 0.082 0.405 0.000
C -5.637 -0.795 -0.047 0.000
C -5.273 -2.044 -0.524 0.000
C -3.933 -2.415 -0.534 0.000
C -2.947 -1.546 -0.087 0.000
P -1.149 -1.967 0.030 -0.003
C -1.348 -2.886 1.634 0.000
C -1.016 -3.428 -1.084 0.000
H -3.430 1.300 2.850 0.000
H -1.715 1.640 3.197 0.000
H -2.293 -0.031 3.168 0.000
H -3.586 2.743 0.855 0.000
H -2.609 2.646 -0.641 0.000
H -1.887 3.268 0.836 0.000
H -4.955 1.063 0.760 0.000
H -6.679 -0.498 -0.039 0.000
H -6.023 -2.738 -0.885 0.000
H -3.659 -3.393 -0.914 0.000
H -2.017 -3.738 1.505 0.000
H -1.773 -2.217 2.386 0.000
H -0.370 -3.222 1.973 0.000
H -1.653 -4.255 -0.767 0.000
H 0.027 -3.743 -1.060 0.000
H -1.251 -3.132 -2.107 0.000
O 1.586 0.369 -2.931 -0.001
C 0.888 -0.673 -2.919 -0.001
O 0.992 -1.538 -2.006 -0.006
C -0.226 -0.905 -3.899 0.000
C -0.108 -1.627 -5.071 0.000
C -1.236 -1.915 -5.833 0.000
C -2.483 -1.497 -5.383 0.000
C -2.604 -0.763 -4.213 0.000
C -1.471 -0.418 -3.465 0.000
S -1.555 0.631 -2.083 -0.003
H 0.870 -1.979 -5.381 0.000
H -1.147 -2.469 -6.760 0.000
H -3.371 -1.742 -5.956 0.000
H -3.575 -0.437 -3.857 0.000
F -2.616 6.487 -1.954 0.000
C -1.590 5.612 -1.677 -0.002
C -0.938 5.705 -0.467 0.000
C 0.100 4.826 -0.190 -0.001
C 0.506 3.824 -1.098 0.000
C 1.556 2.874 -0.783 -0.006
C -0.194 3.791 -2.328 -0.001
C -1.226 4.664 -2.615 0.000
H -1.237 6.462 0.248 0.000
H 0.619 4.909 0.760 0.000
H 2.169 3.226 0.049 0.000
H 2.184 2.655 -1.656 0.000
H 0.083 3.033 -3.050 0.000
H -1.759 4.606 -3.557 0.000
F 5.784 -5.421 0.073 0.000
C 4.729 -4.593 0.251 0.000
C 4.616 -3.416 -0.474 0.000
F 5.578 -3.100 -1.358 0.000
C 3.533 -2.594 -0.288 0.000
F 3.447 -1.445 -0.978 0.000
C 2.462 -2.861 0.610 0.000
O 1.475 -2.077 0.738 -0.002
C 2.640 -4.076 1.326 0.000
F 1.703 -4.446 2.227 0.000
C 3.728 -4.904 1.155 0.000
F 3.827 -6.038 1.874 0.000
```

Its spin multiplicity is 4. Its total charge is -2. The HOMO-LUMO gap (spin up / spin down) is 5.7 / 5.7 eV. The value obtained for the LUMO energy (spin up / spin down) is 4.33 / 4.33 eV.


Computed, not measured: C40H32F4N5O2PV as an isolated structure, with the ωB97M-V functional and the def2-TZVPD basis.

```
85
Properties=species:S:1:pos:R:3:lowdin_spin:R:1
V 0.927 -0.161 0.364 2.025
C 3.086 1.221 2.341 0.001
N 2.789 -0.029 1.632 0.001
C 2.936 -1.150 2.569 0.004
C 3.760 -0.177 0.534 0.007
C 3.441 0.732 -0.647 0.004
N 1.989 0.905 -0.842 -0.044
C 1.643 1.825 -1.830 0.003
C 0.368 2.406 -1.841 -0.006
F -0.524 2.041 -0.896 0.009
C -0.031 3.346 -2.770 0.001
F -1.260 3.858 -2.663 0.001
C 0.811 3.761 -3.781 -0.008
C 2.064 3.179 -3.820 0.001
F 2.914 3.505 -4.793 0.001
C 2.477 2.235 -2.888 -0.007
F 3.691 1.700 -3.099 -0.002
H 4.110 1.192 2.726 0.000
H 2.401 1.352 3.179 0.000
H 2.985 2.064 1.660 0.000
H 3.969 -1.225 2.929 0.000
H 2.666 -2.079 2.069 0.001
H 2.277 -0.999 3.424 0.000
H 3.737 -1.216 0.219 0.001
H 4.778 0.053 0.879 0.001
H 3.899 0.263 -1.522 -0.002
H 3.908 1.721 -0.535 0.000
H 0.504 4.490 -4.513 0.000
C -4.987 -3.391 -0.749 0.000
C -4.346 -2.852 0.358 0.000
C -3.204 -2.086 0.186 0.000
C -2.686 -1.864 -1.088 -0.004
C -3.347 -2.392 -2.194 -0.001
C -4.490 -3.155 -2.020 0.000
P -1.134 -0.945 -1.241 -0.003
C -1.211 -0.171 -2.881 0.001
C -2.264 0.691 -3.186 0.000
C -2.298 1.350 -4.403 0.000
C -1.274 1.164 -5.322 0.000
C -0.220 0.317 -5.021 0.000
C -0.186 -0.349 -3.805 0.000
C 0.127 -2.242 -1.400 0.005
C -0.011 -3.361 -2.219 0.000
C 0.980 -4.321 -2.229 0.002
C 2.089 -4.161 -1.403 -0.002
C 2.207 -3.043 -0.590 -0.002
C 1.237 -2.032 -0.569 -0.025
H -5.881 -3.983 -0.621 0.000
H -4.742 -3.014 1.350 0.000
H -2.724 -1.637 1.051 0.000
H -2.973 -2.205 -3.191 0.000
H -4.996 -3.562 -2.884 0.000
H -3.061 0.852 -2.471 0.000
H -3.120 2.014 -4.630 0.000
H -1.302 1.678 -6.272 0.000
H 0.579 0.168 -5.731 0.000
H 0.645 -1.009 -3.579 0.000
H -0.891 -3.487 -2.839 0.000
H 0.890 -5.193 -2.861 0.000
H 2.861 -4.918 -1.391 0.000
H 3.083 -2.993 0.049 0.000
O -2.802 2.560 6.628 0.000
N -1.856 2.885 5.951 0.000
O -1.176 3.875 6.114 0.000
C -1.440 1.943 4.890 -0.002
C -1.702 0.637 5.126 0.000
C -1.274 -0.360 4.192 0.000
C -1.499 -1.739 4.370 0.010
C -1.049 -2.615 3.413 -0.001
C -0.371 -2.108 2.296 0.012
N -0.148 -0.818 2.113 -0.001
C -0.595 0.049 3.042 0.005
C -0.358 1.446 2.784 0.003
N 0.268 1.722 1.622 0.001
C 0.498 2.988 1.337 0.005
C 0.104 4.039 2.173 0.000
C -0.532 3.770 3.355 0.004
C -0.770 2.423 3.706 0.001
H -2.226 0.350 6.027 0.000
H -2.024 -2.087 5.248 0.001
H -1.203 -3.681 3.497 0.000
H -0.005 -2.771 1.518 0.000
H 1.024 3.188 0.415 0.000
H 0.307 5.056 1.876 0.000
H -0.835 4.566 4.012 0.000
```

Its spin multiplicity is 3. Its total charge is +1. The HOMO-LUMO gap (spin up / spin down) is 6.7 / 6.7 eV. The value obtained for the LUMO energy (spin up / spin down) is -3.81 / -3.78 eV.


- Which formula does entry 2 have?
  C40H32AgBrGeN4O8


- What is the total charge in the fifth record?
  +1